#w
Below is a 4-piece molecular cluster, H8O4 overall, with properties calculated with wB97M-V/def2-TZVPD.

Structure (XYZ):
```
12
Properties=species:S:1:pos:R:3
O 0.366 1.497 -2.741
H 0.803 0.718 -3.101
H -0.330 1.148 -2.157
O -1.656 0.154 -1.095
H -2.002 -0.747 -1.163
H -2.305 0.630 -0.557
O 0.277 -1.015 0.836
H -0.409 -0.570 0.306
H 0.927 -1.324 0.196
O 1.327 -0.315 3.502
H 0.840 -0.293 2.662
H 2.165 0.118 3.312
```

Summary:
- SMILES = O.O.O.O
- gap between HOMO and LUMO (eV) = 10.8547

#x
Below is a 4-piece molecular cluster, H8O4 overall, with properties calculated with wB97M-V/def2-TZVPD.

Structure (XYZ):
```
12
Properties=species:S:1:pos:R:3
O -0.788 -1.483 0.433
H -0.098 -1.355 -0.252
H -0.484 -2.264 0.874
O -1.832 0.854 -0.507
H -1.301 0.098 -0.241
H -2.155 1.211 0.322
O 1.240 -0.557 -1.064
H 1.762 -0.232 -0.310
H 1.059 0.263 -1.524
O 1.200 1.256 0.856
H 0.646 0.635 1.340
H 0.751 1.574 0.072
```

Summary:
- SMILES = O.O.O.O
- gap between HOMO and LUMO (eV) = 11.8204

Energies relative to the minimum, kJ/mol: #w 0.0; #x 8.2

#w
Below is a 2-piece molecular cluster, CH4NO3P overall, with properties calculated with wB97M-V/def2-TZVPD.

Structure (XYZ):
```
10
Properties=species:S:1:pos:R:3
H 0.271 0.029 3.040
N -0.345 0.136 2.186
C 0.027 -0.257 1.043
P -1.412 -0.292 -0.083
O -1.078 -0.691 -1.451
O -2.642 -0.258 0.622
H 0.953 -0.699 0.614
O 1.708 0.939 -1.922
H 1.272 0.810 -2.800
H 1.244 0.283 -1.249
```

Summary:
- SMILES = [H]/N=C/P(=O)=O.O
- gap between HOMO and LUMO (eV) = 10.0765

#x
Below is an isolated molecule of CH4NO3P, with properties calculated with wB97M-V/def2-TZVPD.

Structure (XYZ):
```
10
Properties=species:S:1:pos:R:3
O 2.108 1.115 0.377
N 1.045 0.455 0.301
O 1.084 -0.805 1.007
C 0.272 0.364 -0.916
P -0.603 1.386 0.359
O -1.562 0.144 0.832
H 1.812 -0.678 1.637
H 0.751 0.830 -1.769
H -0.137 -0.628 -1.077
H -1.894 0.176 1.731
```

Summary:
- SMILES = [O-][N@+]1(O)CP1O
- gap between HOMO and LUMO (eV) = 8.6943

Energies relative to the minimum, kJ/mol: #w 0.0; #x 342.5